{
  "formula": "C3H5NS3",
  "method": "ωB97M-V with the def2-TZVPD basis set",
  "smiles": "S=C1SCCN1S",
  "molar_mass_g_mol": 151.28,
  "e_homo_ev": -8.5,
  "de_lowest_ev": 0.000,
  "symbols": ["S", "C", "S", "C", "C", "N", "S", "H", "H", "H", "H", "H"],
  "xyz": [[0.016156, -1.059526, 2.817228], [-0.195484, -0.670046, 1.240314], [-1.686339, -1.057153, 0.347932], [-0.980403, -0.494763, -1.216040], [0.094793, 0.523029, -0.817467], [0.657484, 0.012611, 0.426075], [2.162902, 0.620804, 0.970443], [-0.541395, -1.376491, -1.733890], [-1.714043, -0.022034, -1.838489], [0.926714, 0.606947, -1.547987], [-0.384989, 1.491606, -0.569130], [1.644604, 1.425016, 1.921011]],
  "forces_ev_per_a": [[0.00, 0.09, -0.27], [-0.26, -0.11, 0.00], [0.35, 0.24, 0.31], [1.05, -0.52, -0.22], [-0.04, -0.05, 0.07], [0.48, -0.30, 0.38], [-0.55, -0.10, 0.04], [-0.25, 0.67, 0.22], [-0.47, 0.07, -0.29], [-0.80, 0.19, 0.31], [0.34, -0.20, -0.55], [0.16, 0.02, 0.01]]
}